Molecular formula: C23H38As2CoNO11SiTe
Method: DFT, ωB97M-V/def2-TZVPD

XYZ file:
```
78
Properties=species:S:1:pos:R:3:mulliken_charge:R:1
Co -0.25 -1.07 0.87 -1.082
C -2.64 0.41 3.43 -1.028
Si -1.39 1.55 2.48 0.606
C -2.11 3.24 2.30 -1.659
C 0.31 1.68 3.53 -0.584
C -1.02 0.75 0.59 0.118
H -2.84 0.83 4.43 0.540
H -2.23 -0.63 3.54 0.110
H -3.59 0.36 2.86 0.014
H -2.32 3.68 3.29 0.424
H -3.06 3.19 1.73 0.251
H -1.25 3.95 1.67 0.211
H 0.12 2.10 4.54 0.365
H 1.04 2.33 3.01 -0.060
H 0.75 0.67 3.63 0.131
H -0.19 1.43 -0.13 0.216
H -2.00 0.73 0.07 0.390
O -1.70 -3.20 -0.91 -0.629
C -2.34 -2.69 -0.01 0.353
O -2.06 -1.83 0.89 -0.319
C -3.82 -3.10 0.14 0.241
N -4.40 -2.30 1.30 0.076
C -5.55 -1.50 0.80 -0.458
C -6.01 -2.25 -0.44 -0.601
C -4.68 -2.71 -1.06 -0.769
H -3.94 -4.15 0.41 0.365
H -3.55 -1.71 1.54 -0.144
H -4.58 -2.89 2.10 0.454
H -5.18 -0.50 0.56 0.205
H -6.31 -1.43 1.58 0.429
H -6.60 -1.63 -1.11 0.376
H -6.61 -3.12 -0.16 0.297
H -4.23 -1.89 -1.62 0.319
H -4.82 -3.54 -1.75 0.361
C -0.88 4.29 0.65 -0.929
O 0.13 3.57 0.02 -0.263
C 0.53 2.28 0.38 -0.256
O -0.07 1.70 1.49 0.479
C 1.58 1.55 -0.27 -0.268
C 2.25 1.87 -1.45 1.250
As 3.74 0.80 -2.17 -0.703
C 2.73 0.44 -3.85 -1.168
C 3.52 -1.08 -1.57 0.513
C 2.83 -1.44 -0.38 0.494
As 2.14 -0.04 0.85 1.140
C 3.92 0.71 1.33 -1.273
C 2.67 -2.80 0.15 -0.058
O 3.12 -3.81 -0.33 -0.700
O 1.94 -2.96 1.39 0.070
C 1.78 -4.23 2.00 -0.663
C 4.19 -1.97 -2.51 0.086
O 4.10 -3.19 -2.56 -0.676
O 5.01 -1.34 -3.41 -0.172
C 5.72 -2.09 -4.35 -0.820
C 2.02 3.00 -2.34 -0.010
O 2.87 3.33 -3.17 -0.706
O 0.85 3.67 -2.33 -0.118
C 0.65 4.76 -3.19 -0.872
H -0.97 5.26 0.14 0.250
H -0.60 4.48 1.94 0.475
H -1.82 3.78 0.54 0.526
H 2.58 1.35 -4.42 0.387
H 1.76 0.01 -3.60 0.261
H 3.27 -0.26 -4.50 0.405
H 4.51 1.00 0.46 0.438
H 4.47 -0.05 1.90 0.366
H 3.76 1.59 1.97 0.331
H 1.20 -4.09 2.90 0.202
H 2.76 -4.64 2.24 0.298
H 1.25 -4.90 1.32 0.276
H 6.30 -1.39 -4.97 0.240
H 5.04 -2.65 -5.00 0.307
H 6.41 -2.78 -3.86 0.271
H -0.35 5.16 -3.00 0.235
H 0.72 4.44 -4.23 0.264
H 1.39 5.54 -3.00 0.333
O 0.46 -2.69 1.01 -0.572
Te -0.41 -0.89 3.63 -1.187
```

As for the HOMO energy (alpha / beta): 0.150 / 0.446 eV. As for the total energy: -222927.009 eV. The value obtained for the gap between HOMO and LUMO (alpha / beta) is 3.31 / 3.03 eV. The molecular weight is 869.02 g mol⁻¹. Its multiplicity is 5. As for the charge: -2.

Molecular formula: C23H38B2F4N6O4SScSi
Method: DFT, ωB97M-V/def2-TZVPD

XYZ file:
```
80
Properties=species:S:1:pos:R:3:mulliken_charge:R:1
Sc 0.34 -0.19 0.50 -0.916
C -3.74 1.57 -0.76 -1.937
C -2.30 1.31 -0.47 0.409
N -1.87 0.17 -0.05 0.980
O -2.79 -0.81 0.13 -0.718
B -2.04 -2.07 0.29 0.722
F -2.91 -3.07 0.65 -0.335
F -1.05 -1.83 1.34 0.218
O -1.31 -2.44 -0.91 -0.637
N -0.04 -1.82 -1.01 0.901
C 0.71 -2.42 -1.91 0.262
C 0.16 -3.62 -2.66 -1.898
C 2.55 -0.71 -1.86 0.300
N 1.93 0.12 -1.06 0.893
O 2.61 1.35 -0.98 -0.504
B 2.17 2.17 0.12 0.692
F 3.11 3.12 0.42 -0.343
F 1.91 1.28 1.24 -0.349
O 0.89 2.87 -0.16 -0.548
N -0.10 1.95 -0.19 1.084
C -1.27 2.35 -0.56 0.387
C -1.59 3.75 -0.94 -1.932
C 3.88 -0.27 -2.42 -1.849
H -4.20 0.67 -1.18 0.426
H -3.86 2.40 -1.45 0.482
H -4.27 1.80 0.16 0.268
H 0.96 -4.33 -2.87 0.373
H -0.22 -3.29 -3.63 0.238
H -0.65 -4.09 -2.12 0.438
H -0.74 4.39 -0.74 0.416
H -2.46 4.11 -0.38 0.347
H -1.83 3.82 -2.01 0.361
H 4.38 -1.07 -2.95 0.502
H 4.51 0.08 -1.60 0.328
H 3.74 0.57 -3.09 0.259
C 1.11 -6.08 -0.16 -1.358
C 0.38 -4.99 0.61 -0.008
N 1.29 -3.90 0.93 0.147
C 1.28 -3.11 2.01 0.612
S 2.15 -1.64 1.96 -0.473
N 0.61 -3.51 3.10 -0.050
C 0.37 -2.65 4.25 0.234
C 1.46 -2.74 5.30 -1.440
H 0.42 -6.87 -0.44 0.391
H 1.91 -6.50 0.45 0.382
H 1.56 -5.68 -1.07 0.143
H -0.05 -5.41 1.52 0.497
H -0.46 -4.59 0.03 -0.075
H 1.71 -3.44 0.13 -0.290
H 0.02 -4.32 3.01 0.201
H -0.59 -2.96 4.67 0.429
H 0.26 -1.63 3.89 -0.792
H 1.57 -3.76 5.67 0.421
H 1.23 -2.08 6.14 0.416
H 2.41 -2.41 4.87 0.262
C 0.44 1.32 4.19 -1.392
Si -0.82 1.02 2.77 1.140
C -2.26 0.07 3.60 -1.278
C -1.59 2.76 2.57 -1.296
H -0.06 1.71 5.08 0.376
H 1.19 2.04 3.86 0.302
H 0.98 0.41 4.46 0.273
H -2.63 0.62 4.47 0.476
H -1.96 -0.93 3.94 0.176
H -3.08 -0.07 2.90 0.275
H -1.93 3.14 3.54 0.494
H -2.47 2.73 1.91 0.202
H -0.88 3.48 2.15 0.209
C 2.01 -1.97 -2.23 0.132
C 2.82 -2.83 -3.16 -0.620
C 3.68 -3.81 -2.66 0.366
C 4.42 -4.61 -3.52 -0.938
C 4.33 -4.44 -4.89 -0.297
C 3.49 -3.46 -5.40 -0.814
C 2.75 -2.67 -4.54 0.177
H 3.76 -3.94 -1.59 0.498
H 5.08 -5.37 -3.11 0.383
H 4.92 -5.06 -5.56 0.362
H 3.42 -3.31 -6.47 0.368
H 2.09 -1.90 -4.93 0.457
```

As for the HOMO energy: -3.755 eV. As for the total energy: -93247.622 eV. The value obtained for the gap between HOMO and LUMO is 6.23 eV. The molecular weight is 665.32 g mol⁻¹. As for the charge: -1.

Molecular formula: C23H38BF4LiO11
Method: DFT, ωB97M-V/def2-TZVPD

XYZ file:
```
78
Properties=species:S:1:pos:R:3:mulliken_charge:R:1
Li 8.04 42.49 45.12 0.732
B 8.79 44.64 46.20 0.610
F 7.93 45.33 45.41 -0.517
F 8.03 43.68 46.85 -0.227
F 9.52 43.86 45.43 -0.351
F 9.41 45.40 47.18 -0.244
C 10.37 47.18 42.64 -0.613
O 10.22 46.49 43.85 -0.393
H 11.06 46.48 42.15 0.222
H 10.63 48.25 42.82 0.228
H 9.26 47.41 42.16 0.238
H 9.29 46.55 44.17 0.224
C 5.09 43.65 44.98 -0.903
O 5.83 42.48 45.10 -0.433
H 5.56 44.52 45.02 0.294
H 4.19 43.57 45.58 0.290
H 4.87 43.87 44.01 0.533
H 5.15 41.81 44.98 0.253
C 13.08 46.18 47.95 -0.411
O 11.89 45.75 48.49 -0.506
H 12.96 46.16 46.94 0.158
H 14.00 45.64 48.58 0.180
H 13.26 47.27 47.95 0.243
H 11.17 45.79 47.90 0.367
C 9.71 41.18 43.07 -0.342
O 8.39 41.54 43.33 -0.492
H 10.42 41.80 43.69 0.040
H 9.80 41.60 42.10 0.293
H 9.90 40.06 43.09 0.294
H 7.72 41.01 43.07 0.228
C 4.03 45.37 47.97 -0.582
O 5.36 45.74 47.82 -0.396
H 3.69 45.58 46.77 0.151
H 3.50 45.88 48.80 0.234
H 3.92 44.26 48.07 0.206
H 5.91 45.02 48.14 0.435
C 13.42 43.36 44.66 -0.346
C 14.66 43.12 45.12 -0.757
C 15.52 42.54 44.16 0.712
C 15.21 42.44 42.80 -0.938
C 14.00 43.00 42.28 -0.649
C 13.10 43.57 43.22 0.367
O 11.91 43.96 42.85 -0.493
O 16.76 42.14 44.60 -0.520
H 12.68 43.60 45.41 0.408
H 14.90 43.28 46.12 0.533
H 15.82 41.94 42.44 0.785
H 13.85 43.05 41.18 0.345
H 11.30 44.50 43.46 0.258
H 17.25 41.67 43.89 0.292
C 8.62 51.53 46.14 -0.332
C 8.01 50.44 45.77 -0.611
C 8.02 49.20 46.50 0.236
C 8.75 49.14 47.71 -0.531
C 9.47 50.33 48.07 -0.545
C 9.54 51.40 47.26 0.468
O 10.39 52.53 47.68 -0.555
O 7.36 48.08 46.15 -0.432
H 8.50 52.53 45.68 0.297
H 7.36 50.43 44.81 0.235
H 8.68 48.43 48.38 0.809
H 10.01 50.22 48.97 0.394
H 10.00 53.41 47.51 0.304
H 7.46 47.29 46.42 0.195
C 7.37 41.28 49.21 -0.502
C 7.12 39.98 49.76 -0.560
C 5.86 39.80 50.38 0.395
C 4.89 40.82 50.49 -0.410
C 5.30 42.24 50.12 -0.300
C 6.47 42.34 49.45 0.079
O 6.86 43.72 49.10 -0.651
O 5.48 38.52 50.86 -0.543
H 8.24 41.50 48.69 0.662
H 7.98 39.26 49.69 0.281
H 3.83 40.85 51.11 0.218
H 4.47 42.77 50.30 0.592
H 7.24 43.81 48.21 0.443
H 6.19 38.31 51.48 0.318
```

As for the HOMO energy: -7.567 eV. As for the total energy: -58737.704 eV. The value obtained for the gap between HOMO and LUMO is 6.91 eV. The molecular weight is 584.29 g mol⁻¹.

Please write out number 2 again, unchanged.
Molecular formula: C23H38B2F4N6O4SScSi
Method: DFT, ωB97M-V/def2-TZVPD

XYZ file:
```
80
Properties=species:S:1:pos:R:3:mulliken_charge:R:1
Sc 0.34 -0.19 0.50 -0.916
C -3.74 1.57 -0.76 -1.937
C -2.30 1.31 -0.47 0.409
N -1.87 0.17 -0.05 0.980
O -2.79 -0.81 0.13 -0.718
B -2.04 -2.07 0.29 0.722
F -2.91 -3.07 0.65 -0.335
F -1.05 -1.83 1.34 0.218
O -1.31 -2.44 -0.91 -0.637
N -0.04 -1.82 -1.01 0.901
C 0.71 -2.42 -1.91 0.262
C 0.16 -3.62 -2.66 -1.898
C 2.55 -0.71 -1.86 0.300
N 1.93 0.12 -1.06 0.893
O 2.61 1.35 -0.98 -0.504
B 2.17 2.17 0.12 0.692
F 3.11 3.12 0.42 -0.343
F 1.91 1.28 1.24 -0.349
O 0.89 2.87 -0.16 -0.548
N -0.10 1.95 -0.19 1.084
C -1.27 2.35 -0.56 0.387
C -1.59 3.75 -0.94 -1.932
C 3.88 -0.27 -2.42 -1.849
H -4.20 0.67 -1.18 0.426
H -3.86 2.40 -1.45 0.482
H -4.27 1.80 0.16 0.268
H 0.96 -4.33 -2.87 0.373
H -0.22 -3.29 -3.63 0.238
H -0.65 -4.09 -2.12 0.438
H -0.74 4.39 -0.74 0.416
H -2.46 4.11 -0.38 0.347
H -1.83 3.82 -2.01 0.361
H 4.38 -1.07 -2.95 0.502
H 4.51 0.08 -1.60 0.328
H 3.74 0.57 -3.09 0.259
C 1.11 -6.08 -0.16 -1.358
C 0.38 -4.99 0.61 -0.008
N 1.29 -3.90 0.93 0.147
C 1.28 -3.11 2.01 0.612
S 2.15 -1.64 1.96 -0.473
N 0.61 -3.51 3.10 -0.050
C 0.37 -2.65 4.25 0.234
C 1.46 -2.74 5.30 -1.440
H 0.42 -6.87 -0.44 0.391
H 1.91 -6.50 0.45 0.382
H 1.56 -5.68 -1.07 0.143
H -0.05 -5.41 1.52 0.497
H -0.46 -4.59 0.03 -0.075
H 1.71 -3.44 0.13 -0.290
H 0.02 -4.32 3.01 0.201
H -0.59 -2.96 4.67 0.429
H 0.26 -1.63 3.89 -0.792
H 1.57 -3.76 5.67 0.421
H 1.23 -2.08 6.14 0.416
H 2.41 -2.41 4.87 0.262
C 0.44 1.32 4.19 -1.392
Si -0.82 1.02 2.77 1.140
C -2.26 0.07 3.60 -1.278
C -1.59 2.76 2.57 -1.296
H -0.06 1.71 5.08 0.376
H 1.19 2.04 3.86 0.302
H 0.98 0.41 4.46 0.273
H -2.63 0.62 4.47 0.476
H -1.96 -0.93 3.94 0.176
H -3.08 -0.07 2.90 0.275
H -1.93 3.14 3.54 0.494
H -2.47 2.73 1.91 0.202
H -0.88 3.48 2.15 0.209
C 2.01 -1.97 -2.23 0.132
C 2.82 -2.83 -3.16 -0.620
C 3.68 -3.81 -2.66 0.366
C 4.42 -4.61 -3.52 -0.938
C 4.33 -4.44 -4.89 -0.297
C 3.49 -3.46 -5.40 -0.814
C 2.75 -2.67 -4.54 0.177
H 3.76 -3.94 -1.59 0.498
H 5.08 -5.37 -3.11 0.383
H 4.92 -5.06 -5.56 0.362
H 3.42 -3.31 -6.47 0.368
H 2.09 -1.90 -4.93 0.457
```

As for the HOMO energy: -3.755 eV. As for the total energy: -93247.622 eV. The value obtained for the gap between HOMO and LUMO is 6.23 eV. The molecular weight is 665.32 g mol⁻¹. As for the charge: -1.

Among the records above, which one has the lowest molecular weight?
C23H38BF4LiO11